# 1
{
  "formula": "C8H8N2O2",
  "method": "ωB97M-V/def2-TZVPD",
  "elements": ["O", "O", "N", "N", "C", "C", "C", "C", "C", "C", "C", "C", "H", "H", "H", "H", "H", "H", "H", "H"],
  "positions_angstrom": [[4.448, -2.352, 1.013], [-1.306, -0.239, 0.338], [5.084, 1.693, -0.431], [0.952, 0.529, 0.545], [0.660, 1.910, 0.451], [-0.013, -0.406, 0.089], [0.874, -1.276, -0.525], [4.061, -1.317, 0.665], [4.338, 0.837, -0.257], [-2.173, -1.356, 0.012], [1.958, -0.218, -0.386], [3.494, -0.272, 0.083], [-2.627, -1.818, 0.889], [-1.546, -2.062, -0.491], [2.123, 0.382, -1.388], [0.976, 2.538, 1.299], [-0.438, 2.197, 0.387], [-2.936, -0.943, -0.679], [1.031, 2.535, -0.389], [0.784, -2.207, -0.932]],
  "nbo_charge": [-0.401, -0.485, -0.312, -0.423, -0.456, 0.537, -0.468, 0.796, 0.273, -0.241, 0.010, -0.469, 0.199, 0.189, 0.211, 0.205, 0.218, 0.198, 0.200, 0.220],
  "homo_lumo_gap_ev": 8.59
}

***

# 2
{
  "formula": "C8H8N2S",
  "method": "ωB97M-V/def2-TZVPD",
  "elements": ["S", "N", "N", "C", "C", "C", "C", "C", "C", "C", "C", "H", "H", "H", "H", "H", "H", "H", "H"],
  "positions_angstrom": [[-1.462, -2.247, -3.226], [-2.092, 0.047, -1.436], [1.374, 0.572, -0.952], [-0.286, -1.597, -2.041], [1.900, -0.425, -0.275], [1.714, -0.299, 1.209], [0.844, 1.437, -0.118], [-3.044, -1.580, -2.828], [-3.195, -0.574, -1.928], [1.049, 1.079, 1.325], [-1.039, -0.598, -1.681], [-3.853, -2.065, -3.339], [2.389, -1.240, -0.771], [-4.156, -0.184, -1.624], [2.664, -0.372, 1.742], [0.343, 2.320, -0.468], [1.070, -1.101, 1.580], [1.704, 1.814, 1.804], [0.110, 1.069, 1.881]],
  "nbo_charge": [0.475, -0.473, -0.443, -0.386, 0.085, -0.489, 0.071, -0.448, -0.005, -0.487, 0.352, 0.246, 0.197, 0.216, 0.225, 0.190, 0.224, 0.223, 0.225],
  "homo_lumo_gap_ev": [6.16, 7.52]
}

***

# 3
{
  "formula": "C8H8N3O2S",
  "method": "ωB97M-V/def2-TZVPD",
  "elements": ["S", "O", "O", "N", "N", "N", "C", "C", "C", "C", "C", "C", "C", "C", "H", "H", "H", "H", "H", "H", "H", "H"],
  "positions_angstrom": [[0.502, -2.148, 0.534], [-4.353, -1.112, -0.809], [-4.822, 0.879, -0.126], [1.931, -1.646, -0.317], [-4.065, -0.032, -0.352], [3.954, -0.492, -0.492], [0.045, 0.618, 0.624], [-0.454, -0.691, 0.301], [-2.213, 1.491, 0.228], [1.355, 1.004, 0.696], [2.846, -1.008, 0.354], [-2.659, 0.197, -0.054], [-0.911, 1.691, 0.590], [-1.788, -0.879, -0.022], [4.048, 0.508, -0.266], [-2.914, 2.315, 0.209], [-0.557, 2.689, 0.806], [-2.172, -1.867, -0.237], [4.823, -0.952, -0.180], [1.668, 1.793, 1.366], [3.840, -0.616, -1.514], [1.895, -1.741, -1.340]],
  "nbo_charge": [0.545, -0.347, -0.337, -0.721, 0.521, -0.764, -0.267, -0.102, -0.187, -0.049, 0.272, 0.081, -0.123, -0.224, 0.475, 0.272, 0.237, 0.272, 0.462, 0.174, 0.415, 0.396],
  "homo_lumo_gap_ev": [6.80, 6.64],
  "charge": 1
}

***

# 4
{
  "formula": "C8H8N3O4",
  "method": "ωB97M-V/def2-TZVPD",
  "elements": ["O", "O", "O", "O", "N", "N", "N", "C", "C", "C", "C", "C", "C", "C", "C", "H", "H", "H", "H", "H", "H", "H", "H"],
  "positions_angstrom": [[-1.113, -2.269, -1.240], [-1.141, -2.621, 0.832], [-4.415, 1.644, -0.329], [-2.465, 2.128, 0.259], [-1.221, -1.925, -0.122], [-0.548, 0.369, 0.141], [-3.328, 1.355, 0.018], [1.433, -1.025, 0.061], [0.808, 0.202, -0.004], [-1.567, -0.464, 0.140], [-3.001, -0.068, 0.306], [3.609, 0.027, -0.059], [1.572, 1.414, -0.275], [2.944, 1.310, -0.225], [2.830, -1.135, 0.070], [3.302, -2.089, -0.030], [-3.675, -0.777, -0.230], [1.112, 2.285, -0.458], [0.916, -1.945, 0.160], [4.635, 0.165, 0.013], [3.653, 2.116, -0.630], [-0.965, 1.383, 0.303], [-3.377, -0.081, 1.300]],
  "nbo_charge": [-0.275, -0.297, -0.254, -0.387, 0.509, -0.391, 0.572, -0.177, 0.063, 0.422, -0.397, -0.107, -0.171, -0.188, -0.186, 0.246, 0.300, 0.222, 0.229, 0.236, 0.251, 0.484, 0.298],
  "homo_lumo_gap_ev": [7.70, 7.70],
  "smiles": "O=[N+]([O-])C/C(=[NH+]/c1ccccc1)[N+](=O)[O-]",
  "charge": 1
}

***

Number 1: DFT total energy -569.4802 Eh. Number 2: DFT total energy -817.1115 Eh. Number 3: DFT total energy -1022.0215 Eh. Number 4: DFT total energy -774.3415 Eh.